Entry 1:
Formula: C19H32BrNO4Re
Source: OMol25
Level of theory: ωB97M-V with the def2-TZVPD basis set

Cartesian coordinates (Å):
Re: -0.11626 0.14637 0.14128
C: 0.96193 3.08100 0.87713
C: -0.52373 3.35250 0.77534
O: -1.30893 2.17047 0.97123
C: -1.85707 1.94451 2.27111
C: -0.81928 1.50430 3.28848
O: 0.02413 0.56229 2.64735
C: 1.14244 0.15626 3.41967
C: 1.95714 -0.78558 2.55074
O: 2.06176 -0.28116 1.21477
C: 3.01837 0.78126 1.06809
C: 2.61178 1.62079 -0.12487
O: 1.24205 2.02083 -0.03916
H: 1.24491 2.79876 1.89409
H: 1.51789 3.97701 0.59176
H: -0.75479 3.69394 -0.23418
H: -0.80461 4.12954 1.48819
H: -2.58771 1.15084 2.12246
H: -2.37000 2.83948 2.62724
H: -1.32823 1.04641 4.14052
H: -0.23010 2.35085 3.65931
H: 0.82195 -0.36769 4.32352
H: 1.72835 1.03252 3.71998
H: 1.45475 -1.74692 2.45970
H: 2.94961 -0.93456 2.97858
H: 4.00881 0.35602 0.89479
H: 3.05742 1.38758 1.97509
H: 2.68505 1.01724 -1.02917
H: 3.26878 2.48815 -0.21250
C: 0.58826 0.46578 -5.30138
C: -0.43068 0.44318 -4.20358
C: -1.79871 0.54351 -4.45532
C: -2.69217 0.51985 -3.39948
C: -2.20657 0.39778 -2.11335
Br: -3.41237 0.36658 -0.67178
N: -0.90020 0.28542 -1.83701
C: -0.04421 0.31261 -2.88068
H: 0.11428 0.45004 -6.27933
H: 1.26237 -0.38823 -5.23271
H: 1.19753 1.36884 -5.23654
H: -2.16465 0.62417 -5.47053
H: -3.75851 0.58003 -3.56152
H: 1.00770 0.20775 -2.64787
C: -1.68579 -3.37755 -0.79378
C: -0.63077 -2.91700 0.24228
C: -0.70085 -3.81847 1.48178
C: 0.75785 -2.95520 -0.40867
C: -1.02040 -1.52687 0.59486
H: -1.46208 -4.40684 -1.07615
H: -1.64148 -2.75470 -1.68905
H: -2.69564 -3.34924 -0.38419
H: -0.38228 -4.82916 1.22529
H: -1.71871 -3.87189 1.86842
H: -0.04516 -3.44821 2.27233
H: 0.95522 -3.93956 -0.83223
H: 1.54518 -2.73552 0.31476
H: 0.81471 -2.22188 -1.22453
H: -1.90832 -1.51825 1.23942

Computed properties:
- expectation value of S² = 0.7760
- net charge = +2
- multiplicity = 2
- energy relative to the best compared isomer or geometry (same formula, charge and spin) (eV) = 1.157
- electronic energy (Eh) = -3750.5063
- HOMO (alpha / beta) (eV) = -14.7 / -14.2


Entry 2:
Formula: C19H32Cl21IO6P
Source: OMol25
Level of theory: ωB97M-V with the def2-TZVPD basis set

Cartesian coordinates (Å):
C: -0.57703 -5.18066 -1.37648
C: -0.34106 -4.29057 -0.18079
O: 0.69948 -3.36476 -0.44191
C: 1.25375 -2.84684 0.76065
C: 1.65590 -1.36732 0.60164
O: 0.88710 -0.63621 -0.30246
P: -0.67683 -0.17399 0.32204
C: -0.24455 1.67251 0.53614
C: 0.88115 2.13630 1.46412
C: 2.29904 1.86403 0.96322
I: 0.64356 1.59267 3.55048
O: -1.07918 0.21818 -1.34952
C: -2.40433 0.65191 -1.37193
C: -3.13691 -0.11490 -0.24552
C: -4.57450 0.44650 -0.19218
O: -5.03856 0.60609 1.17347
C: -6.33910 0.28402 1.30953
C: -6.64131 -0.71363 2.40945
O: -7.21152 0.74215 0.61671
O: -2.35520 0.11527 0.87485
H: -1.48626 -5.76786 -1.21450
H: -0.74824 -4.60561 -2.28910
H: 0.24722 -5.87271 -1.56438
H: -0.06702 -4.89079 0.69853
H: -1.23727 -3.69695 0.04621
H: 2.12211 -3.46784 1.01840
H: 0.49678 -2.94464 1.54979
H: 1.73826 -0.88466 1.58523
H: 2.68249 -1.36836 0.19976
H: -0.39926 -0.54870 1.68575
H: -1.11931 -1.53034 0.11806
H: -1.15612 2.16083 0.89461
H: -0.04892 2.11410 -0.44534
H: 0.81362 3.23171 1.48877
H: 2.30830 1.76614 -0.12293
H: 2.92918 2.77833 1.24935
H: 2.76910 1.01083 1.45332
H: -2.91765 0.62735 -2.34386
H: -2.46499 1.70941 -1.05334
H: -3.22813 -1.16712 -0.56008
H: -5.22146 -0.24519 -0.73161
H: -4.59012 1.42374 -0.68226
H: -5.71024 -1.18018 2.73182
H: -7.06006 -0.16996 3.25679
H: -7.31268 -1.48526 2.04318
C: 3.95517 -2.45537 3.90694
Cl: 2.37849 -1.92477 4.48505
Cl: 3.87523 -4.10103 3.26743
Cl: 4.58079 -1.34978 2.68357
H: 4.64070 -2.45065 4.74365
C: 1.08912 -8.34637 0.82300
Cl: 1.62403 -6.84038 1.56264
Cl: -0.66387 -8.35745 0.61279
Cl: 1.90530 -8.61094 -0.72200
H: 1.35100 -9.15970 1.48258
C: 3.45885 -9.39294 4.15332
Cl: 3.98810 -7.85836 4.83758
Cl: 1.70172 -9.42892 3.98886
Cl: 4.22960 -9.68139 2.59076
H: 3.75153 -10.18634 4.82784
C: -2.35535 5.89502 -1.86650
Cl: -2.93005 5.37524 -3.45493
Cl: -2.81513 4.74326 -0.61768
Cl: -0.59867 6.08883 -1.87976
H: -2.80971 6.84961 -1.63639
C: 2.77515 6.41595 -3.90298
Cl: 3.34867 4.81559 -4.36830
Cl: 1.43121 6.92280 -4.93594
Cl: 2.29741 6.43904 -2.20597
H: 3.58692 7.11863 -4.03602
C: 0.52555 8.38227 -8.31438
Cl: 0.58888 10.06062 -8.86300
Cl: -0.87979 8.11190 -7.28689
Cl: 0.51947 7.27732 -9.68971
H: 1.41361 8.18547 -7.72723
C: 3.02444 5.79710 1.88150
Cl: 3.54623 4.16587 1.36921
Cl: 1.76702 6.40522 0.80694
Cl: 2.45911 5.77011 3.54893
H: 3.87291 6.46820 1.82209

Computed properties:
- net charge = -1
- multiplicity = 1
- energy relative to the best compared isomer or geometry (same formula, charge and spin) (eV) = 0.000
- electronic energy (Eh) = -11497.5714
- HOMO (eV) = -4.5


Entry 3:
Formula: C19H32F9N2O7
Source: OMol25
Level of theory: ωB97M-V with the def2-TZVPD basis set

Cartesian coordinates (Å):
O: 2.92985 -2.70545 1.25747
C: 3.59141 -1.96872 0.57638
N: 4.29939 -1.20748 -0.08096
N: 3.62714 0.06567 -0.36814
C: 4.22982 1.09665 0.39957
C: 3.58711 2.44321 0.17002
C: 2.13371 2.55632 0.56554
F: 1.85603 3.89545 0.64660
F: 1.94373 2.07214 1.80660
C: 1.06987 1.98295 -0.42548
F: 1.63063 1.67690 -1.58680
F: 0.15628 2.95503 -0.70554
C: 0.21168 0.79158 0.07985
F: -0.35295 0.24425 -1.01685
F: 0.89623 -0.15972 0.68577
C: -0.97831 1.22845 1.01555
F: -1.19399 0.25141 1.91319
F: -0.72601 2.33822 1.69255
F: -2.10135 1.35244 0.31661
H: 4.27510 0.87619 1.48453
H: 5.30281 1.21722 0.10031
H: 4.10154 3.14016 0.82702
H: 3.75726 2.79853 -0.83897
C: 4.15577 -3.62349 -7.94867
O: 3.34194 -3.51366 -6.80793
C: 3.38210 -4.67551 -5.99434
C: 3.09687 -4.34714 -4.54348
O: 4.19002 -3.77867 -3.84819
C: 4.51340 -2.41733 -4.12791
C: 3.54304 -1.41585 -3.54543
O: 2.35531 -1.35291 -4.33401
C: 1.24537 -0.97252 -3.54889
H: 3.80074 -4.42204 -8.61298
H: 4.10853 -2.67467 -8.48073
H: 5.19842 -3.81681 -7.66903
H: 4.36326 -5.15983 -6.06635
H: 2.61417 -5.37170 -6.36242
H: 2.90269 -5.29429 -4.03236
H: 2.19961 -3.73295 -4.44530
H: 4.65281 -2.26049 -5.20010
H: 5.47856 -2.25337 -3.64532
H: 4.00297 -0.42163 -3.54096
H: 3.31032 -1.69710 -2.51555
H: 1.09044 -1.67924 -2.72579
H: 0.36067 -0.97922 -4.18716
H: 1.38748 0.02898 -3.14175
C: -8.26082 2.08899 4.05671
O: -7.03183 2.15925 4.74033
C: -6.88089 1.12722 5.70134
C: -5.42068 0.79902 5.92696
O: -4.84126 -0.00234 4.91115
C: -4.55294 0.62166 3.66355
C: -3.35848 1.54715 3.69420
O: -3.69927 2.79164 4.29418
C: -2.58900 3.41676 4.89948
H: -9.10319 2.24309 4.74220
H: -8.26678 2.87783 3.30680
H: -8.37243 1.12309 3.55047
H: -7.40765 0.22154 5.37893
H: -7.32040 1.47620 6.64672
H: -5.36186 0.18896 6.83204
H: -4.83510 1.70291 6.10384
H: -5.43319 1.12582 3.26144
H: -4.31051 -0.20095 2.98769
H: -3.03813 1.74421 2.67349
H: -2.54084 1.06462 4.23987
H: -2.14956 2.77150 5.66948
H: -2.94203 4.33233 5.37169
H: -1.82468 3.66956 4.15730

Computed properties:
- net charge = -1
- multiplicity = 1
- electronic energy (Eh) = -2278.0142
- HOMO (eV) = -2.6


Entry 4:
Formula: C19H32HgO10
Source: OMol25
Level of theory: ωB97M-V with the def2-TZVPD basis set

Cartesian coordinates (Å):
Hg: -0.29298 0.01666 -0.45047
C: 1.98340 -0.64619 2.88712
C: 2.17370 0.61427 2.06224
O: 1.37117 0.85679 0.91596
H: 2.82513 -0.81961 3.55759
H: 1.92712 -1.56583 2.30471
H: 1.00026 -0.56017 3.34985
H: 3.18677 0.44211 1.69872
H: 2.12419 1.45006 2.76017
C: -3.25998 -0.92353 -2.30897
O: -1.86903 -0.72830 -2.04850
H: -3.68661 -1.70422 -1.67920
H: -3.81298 -0.01108 -2.08601
H: -3.47983 -1.18804 -3.34328
O: -1.50516 -0.70772 1.52514
C: -2.43941 -1.49677 1.58198
O: -2.44353 -2.82424 1.26190
C: -3.68608 -3.37588 1.40687
C: -4.61303 -2.26544 1.44817
C: -3.83136 -1.19772 2.09419
H: -3.69747 -3.96809 2.32188
H: -3.86652 -4.19485 0.71057
H: -5.52401 -2.54158 1.97917
H: -4.84863 -1.94140 0.43446
H: -3.81384 -1.23307 3.18347
H: -4.16338 -0.20988 1.77477
O: 0.97773 -1.97404 -0.71216
C: 2.19273 -1.98908 -0.86564
O: 2.88116 -1.15621 -1.72579
C: 4.30778 -1.42105 -1.75135
C: 4.51574 -2.50774 -0.71368
C: 3.07611 -3.05203 -0.35135
H: 4.91212 -0.55829 -1.47113
H: 4.74538 -1.82165 -2.66574
H: 5.11804 -2.11068 0.10344
H: 5.04951 -3.31698 -1.21200
H: 2.83262 -3.29987 0.68179
H: 2.75090 -3.94085 -0.89204
O: -1.39651 1.98342 -0.02575
C: -2.04521 2.36413 0.92889
O: -3.38366 2.46004 0.86722
C: -3.86123 2.93898 2.12249
C: -2.82465 2.42521 3.16345
C: -1.52547 2.51939 2.36468
H: -4.86514 2.56046 2.31483
H: -3.77451 4.01534 1.97412
H: -3.07940 1.42492 3.51363
H: -2.78602 3.12114 4.00147
H: -0.82776 1.76228 2.72259
H: -1.13413 3.47646 2.70962
O: 0.70005 1.11260 -2.21578
C: 1.54553 1.60623 -2.90326
O: 1.35733 1.81610 -4.20807
C: 2.55136 2.39968 -4.82487
C: 3.53054 2.69044 -3.72215
C: 2.94846 2.11923 -2.43187
H: 2.19205 3.32959 -5.26562
H: 3.03940 1.76868 -5.56768
H: 3.76210 3.75527 -3.74674
H: 4.43478 2.09883 -3.86514
H: 2.78236 2.83388 -1.62578
H: 3.54191 1.28984 -2.04713

Computed properties:
- expectation value of S² = 0.7593
- net charge = -1
- multiplicity = 2
- electronic energy (Eh) = -1648.7960
- HOMO (alpha / beta) (eV) = 0.6 / -3.0


Entry 5:
Formula: C19H32NO6S2
Source: OMol25
Level of theory: ωB97M-V with the def2-TZVPD basis set

Cartesian coordinates (Å):
C: -2.65228 1.63486 5.10537
N: -2.87495 1.00093 3.77133
C: -3.06738 -0.36619 3.65389
C: -3.25797 -1.00636 2.37198
C: -3.24401 -0.13587 1.17695
C: -3.40510 -0.80505 -0.21304
C: -2.00727 -1.53019 -0.53160
C: -0.75783 -0.60461 -0.30821
C: -0.80422 0.74232 -1.14838
O: 0.19326 0.74734 -2.21683
C: -0.39768 1.46496 -3.28007
O: -0.71328 2.61424 -3.15952
C: -3.04398 1.31255 1.33300
C: -2.87414 1.84110 2.66614
H: -3.66546 1.85141 5.52891
H: -2.10795 2.61151 5.01764
H: -2.11207 0.94667 5.80715
H: -3.06678 -0.98023 4.58147
H: -3.38626 -2.09680 2.20712
H: -4.25744 -1.54338 -0.22058
H: -3.66781 -0.03974 -0.99953
H: -1.95315 -2.37894 0.19946
H: -2.00737 -1.98315 -1.56210
H: 0.16484 -1.17664 -0.61221
H: -0.58677 -0.32222 0.76836
H: -0.57075 1.62121 -0.48175
H: -1.83517 0.91700 -1.55750
H: -0.57134 0.90500 -4.23972
H: -3.02923 1.92152 0.39737
H: -2.74112 2.93775 2.84178
C: 1.47083 -5.09704 -2.19990
C: 2.69988 -5.09500 -1.28610
C: 2.28728 -4.44236 0.03674
S: 0.53139 -4.74970 0.22014
O: -0.16951 -3.48196 0.15808
O: 0.31950 -5.68624 1.29448
C: 0.31530 -5.59382 -1.33861
H: 1.61809 -5.73003 -3.07535
H: 1.26802 -4.07982 -2.54821
H: 3.01995 -6.12443 -1.10447
H: 3.53932 -4.56703 -1.73980
H: 2.81803 -4.87513 0.88331
H: 2.44021 -3.36293 0.01520
H: -0.66338 -5.35952 -1.75474
H: 0.39691 -6.66523 -1.15017
C: 2.47454 5.46291 -1.39378
C: 1.66960 4.16103 -1.45826
C: 2.64645 3.00506 -1.22572
S: 3.97267 3.66488 -0.21682
O: 5.18901 3.64882 -0.98887
O: 3.89531 3.09100 1.10578
C: 3.35932 5.34183 -0.15829
H: 1.82602 6.33798 -1.33742
H: 3.09399 5.55833 -2.28989
H: 0.90890 4.16416 -0.67144
H: 1.15285 4.05260 -2.41105
H: 2.17336 2.17660 -0.70071
H: 3.07886 2.65211 -2.16203
H: 4.19348 6.04141 -0.15557
H: 2.77447 5.45049 0.75655

Computed properties:
- net charge = +1
- multiplicity = 1
- energy relative to the best compared isomer or geometry (same formula, charge and spin) (eV) = 1.287
- electronic energy (Eh) = -2045.4336
- HOMO (eV) = -11.9


Entry 6:
Formula: C19H32NbO
Source: OMol25
Level of theory: ωB97M-V with the def2-TZVPD basis set

Cartesian coordinates (Å):
C: -2.18265 -2.53249 -0.98624
O: -0.98300 -3.36862 -0.80316
C: 0.22034 -2.56694 -0.53266
C: 0.48049 -2.29611 1.09754
C: -0.34205 -0.92431 1.45529
C: -0.12057 -0.35228 2.97434
C: 1.43557 -0.31430 3.48797
C: 2.50831 0.28677 2.38925
Nb: 2.35938 2.57322 2.15651
H: -1.92898 -1.37116 -1.06919
H: -2.84128 -2.81541 -1.91649
H: -2.81010 -2.63703 0.02303
H: 1.14236 -3.20042 -0.93351
H: 0.24641 -1.55471 -1.15104
H: 1.65160 -2.21105 1.20733
H: 0.07691 -3.26246 1.63638
H: -1.49995 -1.20058 1.36801
H: -0.16562 -0.05301 0.67019
H: -0.51300 0.77407 2.96675
H: -0.80745 -0.91917 3.76170
H: 1.80014 -1.35153 3.95332
H: 1.46169 0.44658 4.40730
H: 2.39490 -0.16417 1.30752
H: 3.58907 0.07686 2.85073
H: 2.18745 2.32308 0.36097
H: 4.18425 2.62037 1.89260
H: 2.60429 2.86068 3.95189
H: 0.55862 2.56227 2.32574
H: 2.34617 4.36931 1.81884
C: 0.51972 6.81416 1.01899
C: 0.65584 8.16600 1.33326
C: 1.05080 9.07461 0.35181
C: 1.30030 8.63234 -0.94767
C: 1.16052 7.28102 -1.26280
C: 0.77456 6.37098 -0.27903
H: 0.21521 6.10581 1.78499
H: 0.45474 8.51161 2.34420
H: 1.16327 10.12682 0.59863
H: 1.60335 9.34103 -1.71385
H: 1.35342 6.93679 -2.27593
H: 0.67111 5.31746 -0.52357
C: -1.49609 -5.52666 -2.95404
C: -1.31570 -6.03877 -4.23855
C: -2.14746 -7.05483 -4.70824
C: -3.16696 -7.55239 -3.89609
C: -3.34969 -7.03761 -2.61293
C: -2.51197 -6.02797 -2.13985
H: -0.84549 -4.73716 -2.58709
H: -0.52564 -5.64623 -4.87384
H: -2.00237 -7.45830 -5.70667
H: -3.81836 -8.34081 -4.26375
H: -4.14527 -7.42434 -1.98076
H: -2.65113 -5.63101 -1.13813

Computed properties:
- net charge = -1
- multiplicity = 1
- electronic energy (Eh) = -874.9937
- HOMO (eV) = -4.8


Entry 7:
Formula: C19H33Br2Cl15O3
Source: OMol25
Level of theory: ωB97M-V with the def2-TZVPD basis set

Cartesian coordinates (Å):
C: -18.80632 16.67521 4.45245
Cl: -20.25994 17.52644 4.08734
Cl: -18.62647 16.61636 6.18292
Cl: -17.41502 17.52653 3.72896
H: -18.75078 15.68139 4.00823
C: -20.08418 24.23457 0.56044
Cl: -21.63765 23.46647 0.94953
Cl: -19.09550 23.99012 2.04217
Cl: -20.15008 25.91874 0.09286
H: -19.64909 23.62682 -0.23292
C: -15.22625 20.35446 5.89119
Cl: -14.29861 20.03019 7.35885
Cl: -14.68246 19.19851 4.54086
Cl: -15.02786 22.08136 5.49453
H: -16.28709 20.24570 6.11681
C: -16.14111 24.48249 6.29566
Cl: -15.22466 25.86038 5.71516
Cl: -17.29351 23.95394 5.09145
Cl: -17.06180 24.93103 7.72777
H: -15.55195 23.59865 6.54022
C: -17.38129 21.46102 -0.09898
Cl: -16.80883 23.05125 0.34389
Cl: -19.13256 21.53466 0.10688
Cl: -16.59401 20.06762 0.67888
H: -17.10196 21.27971 -1.13686
C: -20.06592 23.38240 5.48790
C: -19.59078 22.11244 6.26475
C: -19.93506 22.38073 7.63779
O: -19.72030 23.81974 7.70380
C: -19.87477 24.53952 6.49862
H: -21.10364 23.34999 5.15596
H: -19.49898 23.54406 4.57108
H: -18.50519 22.04860 6.19045
H: -20.01149 21.19788 5.84679
H: -19.34408 21.89824 8.41629
H: -20.96665 22.15496 7.90790
H: -18.93665 25.06558 6.32179
H: -20.75697 25.17969 6.49928
C: -19.84887 19.09980 7.82876
C: -20.92139 18.04815 7.47079
C: -21.46523 18.56010 6.14865
O: -20.51246 19.55844 5.71181
C: -19.27543 19.51250 6.47166
H: -19.14006 18.76643 8.58676
H: -20.35062 19.96820 8.25567
H: -21.72046 17.99446 8.21018
H: -20.48838 17.04991 7.40665
H: -22.47353 18.97088 6.20048
H: -21.60907 17.73317 5.45324
H: -18.73149 20.45555 6.41779
H: -18.56202 18.85071 5.98057
C: -18.76171 21.83009 3.08410
C: -18.97473 20.57110 3.87900
C: -17.54180 20.00518 4.22778
O: -16.76758 21.20477 4.21506
C: -17.24353 22.11424 3.20838
H: -19.42717 22.65759 3.33009
H: -19.11269 21.61737 2.07432
H: -19.54893 19.89171 3.24906
H: -19.57826 20.87487 4.73432
H: -17.11801 19.30660 3.50632
H: -17.44892 19.45291 5.16292
H: -16.70420 21.91361 2.28265
H: -17.11439 23.16055 3.48527
Br: -18.84787 18.95648 1.63519
C: -20.57643 19.22573 0.84024
C: -21.21352 20.45608 1.50072
Br: -23.12042 20.32863 1.22729
H: -21.14007 18.30913 1.01417
H: -20.38508 19.44253 -0.21071
H: -20.85741 21.40008 1.08823
H: -21.16303 20.44109 2.58944

Computed properties:
- multiplicity = 1
- energy relative to the best compared isomer or geometry (same formula, charge and spin) (eV) = 12.607
- electronic energy (Eh) = -13019.7598
- HOMO (eV) = -8.9


In order of appearance, max |F| = 2.4; 5.5; 2.1; 3.3; 3.2; 2.6; 4.8 eV/Å.